(1)
DFT (the ωB97M-V functional and the def2-TZVPD basis) results for a molecular structure, C33H72N2O5OsSSi5Te.

```
! wB97M-V def2-TZVPD RIJCOSX def2/J DEFGRID3
* xyz 0 5
Os -0.883 -0.120 0.926
C 0.572 1.291 -4.998
C 1.145 0.952 -3.628
C 1.969 2.114 -3.090
C 1.983 -0.316 -3.705
O 0.108 0.694 -2.665
Si -1.473 1.047 -2.614
S -2.147 1.127 -0.597
O -1.717 2.529 -3.249
C -2.884 3.228 -3.701
C -4.158 2.674 -3.074
C -2.934 3.085 -5.217
C -2.683 4.680 -3.292
O -2.356 0.018 -3.527
C -2.501 -1.410 -3.543
C -3.992 -1.688 -3.407
C -1.722 -2.061 -2.407
C -1.985 -1.901 -4.889
H 1.389 1.404 -5.713
H 0.005 2.221 -4.966
H -0.086 0.498 -5.352
H 2.352 1.868 -2.099
H 1.348 3.008 -3.012
H 2.812 2.327 -3.750
H 2.844 -0.169 -4.361
H 1.388 -1.143 -4.096
H 2.335 -0.592 -2.711
H -4.311 1.633 -3.360
H -5.014 3.258 -3.416
H -4.112 2.733 -1.986
H -3.002 2.031 -5.487
H -2.033 3.503 -5.668
H -3.801 3.609 -5.626
H -2.608 4.751 -2.206
H -3.518 5.297 -3.629
H -1.762 5.069 -3.729
H -4.372 -1.245 -2.486
H -4.188 -2.762 -3.385
H -4.532 -1.254 -4.250
H -2.034 -1.663 -1.440
H -0.650 -1.887 -2.518
H -1.897 -3.138 -2.406
H -2.491 -1.379 -5.701
H -2.163 -2.973 -4.998
H -0.912 -1.725 -4.975
C 0.276 4.771 1.156
O -0.269 4.075 2.294
C -0.233 2.750 2.190
O 0.219 2.145 1.240
N -0.729 2.145 3.302
N -0.974 0.768 3.202
H 0.217 5.824 1.411
H -0.313 4.548 0.269
H 1.309 4.468 0.991
H -1.280 2.688 3.950
H -1.946 0.564 3.422
H -0.372 0.255 3.842
C 5.172 -0.013 -0.953
Si 4.454 0.375 0.739
C 5.876 0.678 1.939
C 3.385 1.914 0.654
Si 3.166 -1.427 1.501
Te 1.096 -1.569 0.084
Si 4.141 -3.507 1.033
C 3.082 -4.866 1.777
C 5.882 -3.613 1.741
C 4.230 -3.736 -0.827
Si 2.638 -1.145 3.758
C 4.075 -1.686 4.847
C 2.325 0.681 4.088
C 1.104 -2.140 4.189
H 5.608 0.887 -1.396
H 4.415 -0.394 -1.640
H 5.963 -0.761 -0.869
H 6.593 1.374 1.496
H 6.412 -0.241 2.181
H 5.523 1.116 2.875
H 3.934 2.731 0.176
H 3.097 2.236 1.657
H 2.465 1.740 0.095
H 3.062 -4.804 2.867
H 3.477 -5.848 1.505
H 2.054 -4.799 1.417
H 5.873 -3.670 2.830
H 6.491 -2.753 1.455
H 6.380 -4.511 1.366
H 3.240 -3.682 -1.282
H 4.655 -4.718 -1.055
H 4.857 -2.979 -1.299
H 4.881 -0.950 4.829
H 4.491 -2.643 4.532
H 3.742 -1.795 5.883
H 3.260 1.239 4.001
H 1.938 0.839 5.099
H 1.628 1.116 3.371
H 1.322 -3.210 4.173
H 0.296 -1.971 3.471
H 0.747 -1.887 5.192
C -4.416 -1.520 0.410
C -3.592 -1.595 1.705
C -3.875 -2.960 2.353
C -2.082 -1.560 1.439
C -3.978 -0.457 2.652
C -4.027 -0.639 4.036
C -4.255 0.427 4.899
C -4.446 1.706 4.398
C -4.428 1.900 3.022
C -4.205 0.832 2.164
H -4.211 -2.399 -0.204
H -4.166 -0.641 -0.181
H -5.485 -1.504 0.638
H -3.707 -3.745 1.616
H -4.910 -3.030 2.696
H -3.212 -3.157 3.195
H -1.706 -2.557 1.198
H -3.868 -1.621 4.457
H -4.285 0.251 5.967
H -4.629 2.538 5.067
H -4.592 2.888 2.609
H -4.190 1.013 1.099
*
```

Results
- F_max: 0.52 eV/Å
- HOMO level (alpha / beta): -6.02 / -7.32 eV
- Frontier orbital gap (alpha / beta): 6.297 / 6.770 eV

---

(2)
DFT (the ωB97M-V functional and the def2-TZVPD basis) results for a molecular structure, C33H72N4O3Sr at a distorted geometry.

```
! wB97M-V def2-TZVPD RIJCOSX def2/J DEFGRID3
* xyz 4 1
Sr -1.429 2.520 20.104
N -4.036 0.935 19.737
O -3.189 0.943 18.831
O -4.982 0.177 19.709
O -3.859 1.705 20.668
C -3.477 -7.963 17.874
C -4.145 -6.557 17.588
C -5.499 -6.377 18.412
C -6.381 -5.277 17.720
N -7.636 -4.835 18.511
C -8.129 -3.622 17.726
C -7.478 -2.385 18.337
C -7.192 -2.697 19.774
C -7.124 -4.247 19.853
C -8.646 -5.987 18.760
C -9.996 -5.542 19.302
C -10.902 -6.821 19.489
H -3.199 -7.925 18.929
H -2.583 -8.033 17.257
H -4.100 -8.856 17.911
H -4.162 -6.343 16.519
H -3.519 -5.747 17.968
H -5.196 -6.105 19.423
H -5.868 -7.393 18.555
H -6.628 -5.645 16.725
H -5.677 -4.460 17.563
H -9.201 -3.519 17.897
H -8.077 -3.724 16.642
H -8.170 -1.555 18.190
H -6.569 -2.142 17.784
H -8.124 -2.430 20.270
H -6.242 -2.338 20.167
H -7.953 -4.468 20.526
H -6.304 -4.798 20.309
H -8.256 -6.690 19.497
H -8.643 -6.523 17.811
H -10.426 -4.903 18.530
H -10.043 -4.930 20.203
H -10.468 -7.521 20.204
H -10.930 -7.368 18.546
H -11.888 -6.660 19.922
C -4.120 3.381 12.520
C -3.484 2.710 13.762
C -3.056 1.242 13.549
C -2.415 0.612 14.758
N -2.050 -0.890 14.581
C -1.138 -1.444 15.675
C -1.979 -1.618 16.930
C -3.422 -1.699 16.436
C -3.281 -1.843 14.886
C -1.493 -1.309 13.166
C -0.177 -0.610 12.870
C 0.249 -0.719 11.430
H -5.154 3.068 12.373
H -3.479 3.269 11.645
H -4.309 4.450 12.628
H -4.124 2.795 14.643
H -2.620 3.285 14.101
H -2.362 1.236 12.707
H -3.859 0.554 13.282
H -3.149 0.725 15.555
H -1.467 1.120 14.935
H -0.671 -2.396 15.420
H -0.245 -0.832 15.801
H -1.733 -2.598 17.340
H -1.881 -0.911 17.754
H -4.084 -2.460 16.849
H -3.918 -0.762 16.691
H -2.870 -2.796 14.555
H -4.155 -1.531 14.316
H -2.218 -1.031 12.402
H -1.305 -2.375 13.037
H 0.660 -1.012 13.445
H -0.155 0.423 13.220
H 1.169 -0.199 11.167
H -0.501 -0.128 10.900
H 0.216 -1.747 11.068
C -7.353 0.686 13.777
C -6.954 0.850 15.259
C -7.111 2.243 15.952
C -6.672 2.157 17.461
N -6.930 3.474 18.233
C -6.864 3.266 19.738
C -7.720 4.404 20.391
C -8.835 4.702 19.418
C -8.409 3.931 18.116
C -5.910 4.542 17.730
C -4.418 4.060 17.711
C -3.459 5.113 17.041
H -6.873 1.408 13.115
H -8.430 0.819 13.668
H -7.114 -0.260 13.292
H -5.882 0.639 15.285
H -7.454 0.065 15.827
H -8.189 2.396 15.922
H -6.526 3.016 15.455
H -5.671 1.756 17.609
H -7.468 1.527 17.861
H -5.831 3.163 20.071
H -7.157 2.234 19.937
H -7.112 5.308 20.432
H -8.039 4.242 21.420
H -8.798 5.761 19.163
H -9.810 4.426 19.816
H -8.669 4.414 17.174
H -9.066 3.061 18.090
H -6.141 5.559 18.046
H -6.223 4.590 16.686
H -4.258 3.128 17.167
H -4.147 3.631 18.679
H -2.449 4.705 17.088
H -3.420 6.098 17.507
H -3.664 5.255 15.980
*
```

Results
- F_max: 3.54 eV/Å
- HOMO level: -18.73 eV
- Frontier orbital gap: 6.996 eV